A molecular structure, C24H56IN7O8P. Source: the Open Molecules 2025 dataset; level of theory: ωB97M-V with the def2-TZVPD basis set.

Structure (XYZ):
```
97
Properties=species:S:1:pos:R:3:lowdin_charge:R:1
N -0.12754 -0.78374 3.75434 0.010
C 6.87081 -3.25609 -0.06872 -0.263
C 5.87902 1.38108 4.86162 -0.005
H -10.58540 0.03925 -4.19363 0.085
C -10.27737 2.46675 -6.98358 -0.004
N -1.04131 -1.64842 -6.81005 0.038
H -5.41895 4.19670 -6.42933 0.088
H -2.20061 -3.00004 -4.70942 0.100
H -3.30140 2.37564 -3.79990 0.084
O 0.15436 0.71475 7.86816 0.011
H -0.63030 0.41236 5.39511 0.057
H 4.20964 -4.11106 -1.89569 0.093
C 5.10732 -1.01292 -0.22929 -0.446
H -2.00689 -0.32080 4.57117 0.086
H -10.82517 -0.94448 -5.64290 0.086
O 1.71621 -2.05560 3.55761 0.002
O 4.46637 -1.62701 0.86108 -0.176
H -1.91592 -1.33340 -4.20720 0.078
H 1.49287 -2.24777 -0.38242 0.124
H -0.37529 -1.55427 -7.56276 0.152
H 2.16356 3.04263 7.48450 0.082
H -1.06088 4.64436 8.86019 0.084
C 1.05040 -1.26849 4.22513 -0.526
C -9.10189 1.60800 -6.58680 -0.527
H 5.09209 0.08231 -0.17118 0.120
H 7.28527 -0.49079 5.72035 0.071
H 5.24158 -1.97747 -2.20549 0.104
C -3.17651 1.81466 -4.72645 -0.009
O 7.59578 -0.99558 -1.38989 -0.318
H 7.80069 -3.63539 0.35464 0.042
C 1.48275 -0.79216 5.58162 -0.008
C -5.30338 3.71898 -5.45555 -0.068
N -9.33750 0.52695 -5.81006 0.018
N -5.42405 2.28241 -5.57933 0.023
C -10.60488 0.06158 -5.28397 -0.069
H -1.16161 1.04524 3.82912 0.082
C 4.98909 0.84116 5.95785 -0.536
C 0.41144 1.90317 8.00678 -0.535
H -0.83896 -2.62643 -3.64246 0.044
H 0.75027 -1.05386 6.34235 0.081
H 2.46452 1.51688 8.30588 0.067
H -0.38621 -1.13099 2.84496 0.131
C -4.51358 1.34385 -5.26639 -0.546
H 1.61322 0.28833 5.59517 0.074
C -2.43460 -1.32390 -7.07510 -0.050
C 2.38165 -1.62427 -0.47191 -0.182
H 2.43436 -1.25553 5.82478 0.081
C 3.54537 -3.68979 -1.14665 -0.086
H 7.28159 -0.88085 7.44084 0.085
H -2.52438 -0.28694 -7.39523 0.090
H 2.06955 -0.66113 -0.87127 0.113
C 1.81503 2.38356 8.27934 -0.013
H -2.66130 2.45046 -5.44753 0.086
H -3.04089 -1.44953 -6.18577 0.057
H 6.07400 0.62039 4.10428 0.080
C 6.69804 -0.92965 6.52044 -0.073
N 5.44340 -0.22123 6.66842 0.015
H 4.23704 -0.54760 -2.16051 0.097
C 4.52307 -1.43079 -1.59361 -0.199
H -11.00828 1.89222 -7.55299 0.088
H -6.07558 4.11349 -4.79326 0.086
O -4.75378 0.14805 -5.41296 0.002
H -0.77069 4.77575 7.12135 0.082
C -0.50949 -2.07696 -5.66343 -0.536
O 3.89750 1.33305 6.20272 0.017
C -0.44896 4.27462 8.03592 -0.077
H 6.83336 1.72388 5.26237 0.086
H 7.55466 -1.66300 -2.08523 0.050
C 3.05225 -1.55091 0.90426 -0.160
H -6.29835 1.92430 -5.95514 0.090
H -1.48390 2.45018 7.73042 0.137
O 0.70696 -2.31928 -5.60007 -0.190
H -8.50732 -0.00353 -5.59022 0.145
N 3.27689 -2.26465 -1.48306 -0.602
H -2.56495 0.93899 -4.52803 0.056
C -1.42677 -2.26756 -4.48237 0.001
H 5.36732 2.22028 4.40065 0.081
H 4.80396 -0.53355 7.38293 0.141
P 6.92425 -1.43780 0.04311 0.919
H 4.02325 -3.73283 -0.17197 0.089
H 2.60078 -4.22560 -1.11395 0.096
H 6.52318 -1.97997 6.28234 0.085
N -0.57030 2.83729 7.90772 0.009
C -1.02836 0.13840 4.42216 -0.066
H -9.90614 3.27825 -7.60124 0.084
H 2.72296 -2.39011 1.51059 0.109
H -2.82616 -1.96415 -7.86529 0.094
O -7.96207 1.87089 -6.95583 0.012
H 1.87262 2.91116 9.23268 0.088
H -4.33377 3.99299 -5.05070 0.068
H 2.70814 -0.65952 1.43421 0.133
H -10.77118 2.88356 -6.10531 0.087
H 6.79389 -3.64382 -1.08986 0.043
H -11.40751 0.72037 -5.59858 0.072
H 6.05804 -3.63662 0.54749 0.035
I 2.28621 -2.21709 -3.38562 1.293
H 0.58377 4.54574 8.22850 0.072
```

Output
HOMO-LUMO gap: 7.36 eV
HOMO level: -10.9 eV
total charge: +1
DFT total energy: -2572.19018 a.u.
LUMO level: -3.49 eV